Molecular formula: C6H17F2InNO3
Method: DFT, ωB97M-V/def2-TZVPD

The calculation puts the LUMO energy at -0.345 Eh. As for the HOMO energy: -13.24 eV. Its relative energy (zero: lowest compared OMol25 entry of this formula, charge and spin) is 0.0 kJ/mol. As for the net charge: +1.

XYZ file:
```
30
Properties=species:S:1:pos:R:3:lowdin_charge:R:1
In -0.42685 1.74632 1.21824 1.4596
F 0.22106 -0.46568 3.07314 -0.4747
F -2.15874 4.06032 1.78692 -0.4387
C -0.89061 -1.30100 -2.30290 -0.0487
C -1.27763 -1.78255 -0.91335 -0.3626
C -1.05068 -3.31524 -0.75016 -0.1730
O -1.49740 -3.69549 0.54843 -0.1816
C -1.76473 -5.09430 0.52280 -0.0845
N -0.47885 -1.03116 0.10583 0.0773
H 0.17379 -1.29847 -2.53776 0.0894
H -1.20839 -0.27373 -2.48130 0.0810
H -1.37056 -1.92894 -3.05353 0.0912
H -2.31800 -1.59590 -0.64710 0.1525
H 0.02050 -3.50794 -0.69072 0.1421
H -1.61530 -3.72905 -1.58567 0.1362
H -2.48010 -5.32162 -0.26757 0.0896
H -2.17569 -5.43467 1.47325 0.1002
H -0.87526 -5.67682 0.28278 0.0933
H 0.48395 -1.20428 -0.14546 0.0922
H -0.62122 -1.55905 0.95505 0.0654
C 1.84622 4.95648 0.50659 -0.2005
C 2.80213 3.74675 0.32399 -0.2077
O 2.56253 2.65956 1.19992 -0.0989
O 0.49657 4.49111 0.49482 -0.1362
H 2.07474 5.63489 -0.31538 0.1299
H 2.08343 5.57775 1.37022 0.1287
H 3.87653 3.89979 0.42571 0.1387
H 2.59605 3.39554 -0.68709 0.1235
H 2.99694 2.87603 2.02819 0.1102
H -0.02456 5.17137 0.06207 0.1060
```

Molecular formula: C3H8O2
Method: DFT, ωB97M-V/def2-TZVPD

Its SMILES is C[C@@H](O)CO. The calculation puts the LUMO energy at 0.030 Eh. As for the HOMO energy: -10.13 eV. Its relative energy (zero: lowest compared OMol25 entry of this formula, charge and spin) is 60.7 kJ/mol.

XYZ file:
```
13
Properties=species:S:1:pos:R:3:lowdin_charge:R:1
C 0.07784 -1.44519 -0.76550 -0.0507
C 0.47099 -0.29498 0.14209 -0.4578
O 1.45782 0.47492 -0.50986 -0.0349
C -0.71818 0.60524 0.45805 -0.2191
O -0.20502 1.75366 1.12531 -0.0674
H -0.33915 -1.05936 -1.70239 0.0846
H -0.66667 -2.08894 -0.28420 0.0833
H 0.95533 -2.05048 -1.00888 0.0827
H 0.86601 -0.69279 1.09296 0.1458
H 1.47920 1.30796 -0.01243 0.0841
H -1.20734 0.88656 -0.48542 0.1293
H -1.44966 0.08140 1.09017 0.1251
H -0.72117 2.52199 0.86010 0.0949
```

Molecular formula: C5H8O
Method: DFT, ωB97M-V/def2-TZVPD

Its SMILES is CC=C=C=CO.[H][H]. The calculation puts the LUMO energy at 0.036 Eh. As for the HOMO energy: -8.12 eV. Its relative energy (zero: lowest compared OMol25 entry of this formula, charge and spin) is 360.4 kJ/mol.

XYZ file:
```
14
Properties=species:S:1:pos:R:3:lowdin_charge:R:1
C -2.31414 0.48321 -0.41101 -0.1085
C -1.13916 0.30077 -1.33209 -0.1631
C 0.10035 0.09971 -0.93995 -0.0632
C 1.30542 -0.08542 -0.57050 -0.0342
C 2.56686 -0.26125 -0.23036 -0.2020
O 3.05822 -0.33555 1.03297 0.0030
H -2.73388 1.49178 -0.51054 0.0733
H -3.11397 -0.22531 -0.65642 0.0722
H -2.02868 0.33250 0.63374 0.0589
H -1.33176 0.34871 -2.40362 0.1027
H 3.35830 -0.36768 -0.96667 0.1194
H 2.32429 -0.23173 1.65539 0.0752
H -0.15677 -0.78868 2.69782 0.0497
H 0.10492 -0.76105 2.00124 0.0166
```

Molecular formula: C10H12NOP
Method: DFT, ωB97M-V/def2-TZVPD

The calculation puts the LUMO energy (alpha / beta) at -0.040 / -0.040 Eh. As for the HOMO energy (alpha / beta): -6.65 / -6.65 eV. Its relative energy (zero: lowest compared OMol25 entry of this formula, charge and spin) is 261.9 kJ/mol.

XYZ file:
```
25
Properties=species:S:1:pos:R:3:lowdin_charge:R:1
C -4.08784 -0.38484 0.31544 -0.0624
C -3.45952 -1.59994 0.08015 -0.0670
C -3.32221 0.76070 0.47036 -0.0687
C -2.08709 -1.66474 -0.01469 -0.0153
C -1.94716 0.70926 0.36837 -0.0236
C -1.29378 -0.50698 0.10101 -0.1684
C 2.39721 -0.40131 -0.26144 -0.6604
C 0.11835 -0.68006 -0.04201 0.0383
C 3.33672 0.46220 0.22554 -0.4158
C 0.87767 1.57507 -0.58519 -0.0279
N 1.06004 0.17644 -0.29661 -0.0178
O 2.53873 -1.58259 -0.57462 -0.0566
P 4.93058 -0.30365 0.55438 0.7686
H -5.16287 -0.33544 0.39337 0.1081
H -4.04558 -2.50139 -0.02036 0.1093
H -3.80239 1.70593 0.67797 0.1090
H -1.59949 -2.61005 -0.19974 0.1206
H -1.38295 1.60883 0.54475 0.0957
H 0.48587 -1.70106 0.01438 0.1422
H 3.11515 1.42280 0.65443 0.0356
H 0.79768 2.16934 0.32910 0.1061
H 1.73481 1.92528 -1.16013 0.1029
H -0.02581 1.70456 -1.18257 0.1005
H 5.68897 0.84984 0.33791 -0.1393
H 5.13492 -0.79823 -0.72979 -0.1136
```

Number 1: electronic energy -908.60081 hartree, largest force on an atom 2.67 eV/Å. Number 2: electronic energy -269.57178 hartree, largest force on an atom 0.36 eV/Å. Number 3: electronic energy -270.42063 hartree, largest force on an atom 0.35 eV/Å. Number 4: electronic energy -859.51553 hartree, largest force on an atom 2.13 eV/Å.